1.
The following is a quantum chemistry calculation of a structure of composition C3H13BClCoN3O10 in a non-equilibrium geometry, from the OMol25 dataset.

Calculated values
HOMO (alpha / beta) in eV: -10.816 / -10.816
Total energy in eV: -79072.4097
Orbital gap (alpha / beta) in eV: 7.41 / 7.07
LUMO energy (alpha / beta) in hartree: -0.1250 / -0.1375
⟨S²⟩: 3.76
2S+1: 4
Total charge: 0

Last column: Löwdin spin population.
Positions of all 32 atoms, in Å:
1 Co 2.322 2.308 3.567  2.720
2 Cl 1.073 0.007 1.180  0.002
3 O 2.168 -0.852 1.494  0.000
4 O 1.048 1.121 2.191  0.048
5 O 1.317 0.671 -0.071  0.002
6 O -0.253 -0.516 1.177  0.009
7 B 3.196 3.689 2.199  0.109
8 H 3.786 4.163 1.313  0.009
9 H 2.235 3.137 1.812  0.051
10 H 3.840 2.946 2.848  0.024
11 H 2.770 4.543 2.921  0.025
12 C 0.127 -3.953 0.487  0.000
13 N -1.028 -4.904 0.479  0.000
14 O -0.861 -6.011 0.010  0.000
15 O -2.052 -4.535 1.015  0.000
16 H -0.353 -3.087 0.033  0.000
17 H 0.898 -4.340 -0.167  0.000
18 H 0.463 -3.718 1.490  0.000
19 C -1.119 -0.962 -2.470  0.000
20 N -0.359 -0.896 -3.736  0.000
21 O -0.259 0.215 -4.238  0.000
22 O 0.242 -1.857 -4.170  0.000
23 H -0.735 -0.131 -1.889  0.000
24 H -0.862 -1.916 -2.018  0.000
25 H -2.197 -0.915 -2.586  0.000
26 C -1.705 2.481 -0.766  0.000
27 N -2.901 1.973 -0.036  0.000
28 O -3.498 2.782 0.648  0.000
29 O -3.105 0.779 -0.001  0.000
30 H -1.466 1.899 -1.649  0.000
31 H -0.899 2.352 -0.045  0.000
32 H -1.832 3.527 -1.022  0.000

2.
The following is a quantum chemistry calculation of a structure of composition O5S2 in a non-equilibrium geometry, from the OMol25 dataset.

Calculated values
HOMO in eV: -11.680
Total energy in eV: -31906.1512
Orbital gap in eV: 9.46
LUMO energy in hartree: -0.0815
Total charge: 0

Last column: Mulliken charge in e.
Positions of all 7 atoms, in Å:
1 O -0.187 -0.860 0.084  -0.323
2 O 0.307 -2.742 -1.407  -0.309
3 O 1.075 1.253 1.296  -0.453
4 O -1.316 1.560 0.829  -0.448
5 O 0.318 1.689 -0.999  -0.443
6 S -0.214 -2.305 -0.160  0.647
7 S 0.017 1.406 0.358  1.329

3.
The following is a quantum chemistry calculation of the molecule C6H11P in a non-equilibrium geometry, from the OMol25 dataset.

Calculated values
HOMO in eV: -7.602
Total energy in eV: -15684.5810
Orbital gap in eV: 8.39
LUMO energy in hartree: 0.0289
SMILES string: C=P(C)(C)C#CC
Total charge: 0

Last column: Mulliken charge in e.
Positions of all 18 atoms, in Å:
1 C -1.810 1.778 0.476  -1.248
2 P -0.818 0.392 0.174  0.926
3 C -1.329 -0.822 1.372  -1.140
4 C -1.125 -0.325 -1.456  -1.244
5 C 0.944 0.140 0.003  -1.410
6 C 2.132 0.167 -0.055  1.714
7 C 3.585 0.137 -0.167  -1.373
8 H -1.316 2.613 -0.110  0.257
9 H -1.931 1.871 1.469  0.379
10 H -2.496 -0.737 1.266  0.337
11 H -1.088 -1.871 1.262  0.394
12 H -1.051 -0.654 2.551  0.291
13 H -1.767 0.359 -1.885  0.424
14 H -0.139 -0.455 -1.887  0.379
15 H -1.375 -1.421 -1.418  0.316
16 H 3.793 0.573 -1.158  0.298
17 H 4.011 0.833 0.537  0.338
18 H 3.906 -0.753 0.171  0.363

4.
The following is a quantum chemistry calculation of a structure of composition C33H53MoN2O2P2S in a non-equilibrium geometry, from the OMol25 dataset.

Calculated values
HOMO (alpha / beta) in eV: -16.346 / -16.949
Total energy in eV: -73398.8671
Orbital gap (alpha / beta) in eV: 5.11 / 6.11
LUMO energy (alpha / beta) in hartree: -0.4130 / -0.3985
⟨S²⟩: 2.06
2S+1: 3
Total charge: +3

Last column: Löwdin spin population.
Positions of all 94 atoms, in Å:
1 C 1.000 0.257 -2.426  0.026
2 C -0.015 2.285 -1.668  0.033
3 C 1.313 0.824 -3.649  0.114
4 C 0.427 2.917 -2.848  0.116
5 C 1.047 2.184 -3.848  0.008
6 H 1.782 0.196 -4.415  0.005
7 H 0.226 3.981 -2.938  0.003
8 H 1.323 2.650 -4.782  -0.002
9 N 0.286 0.939 -1.509  0.090
10 P 1.907 -1.234 -0.243  -0.015
11 P -1.621 1.965 0.604  0.038
12 C 1.393 -1.159 -2.025  -0.008
13 H 0.561 -1.852 -2.203  0.000
14 H 2.239 -1.518 -2.616  -0.002
15 C -0.588 -0.699 2.144  0.046
16 O -0.780 -1.091 3.238  0.081
17 C -0.763 2.904 -0.636  0.466
18 H -0.905 3.988 -0.689  0.019
19 C -3.343 1.591 -0.142  0.032
20 C -1.820 3.118 2.093  0.003
21 C 1.965 -3.060 0.258  -0.002
22 C 3.665 -0.477 -0.402  0.000
23 C -3.924 0.420 0.663  0.006
24 H -4.245 0.739 1.661  0.000
25 H -4.803 0.046 0.127  0.002
26 H -3.220 -0.412 0.783  0.001
27 C -4.287 2.798 -0.071  0.001
28 H -4.572 3.071 0.952  0.000
29 H -3.871 3.673 -0.587  0.001
30 H -5.208 2.514 -0.597  0.000
31 C -3.189 1.240 -1.629  0.005
32 H -4.116 0.758 -1.969  0.000
33 H -3.026 2.136 -2.239  0.003
34 H -2.367 0.551 -1.829  0.000
35 C -2.798 2.483 3.099  0.000
36 H -2.505 1.450 3.340  0.000
37 H -2.753 3.068 4.028  0.000
38 H -3.840 2.491 2.759  0.000
39 C -0.473 3.281 2.803  0.003
40 H -0.152 2.364 3.307  0.000
41 H 0.327 3.602 2.125  0.003
42 H -0.592 4.052 3.580  0.000
43 C -2.244 4.533 1.675  0.000
44 H -3.217 4.584 1.186  0.000
45 H -2.302 5.134 2.593  0.000
46 H -1.493 4.988 1.018  0.000
47 C 4.345 -0.682 0.955  0.000
48 H 5.262 -0.075 0.987  0.000
49 H 3.691 -0.332 1.765  0.000
50 H 4.643 -1.724 1.132  0.000
51 C 3.519 1.031 -0.646  0.000
52 H 3.156 1.252 -1.658  0.001
53 H 2.851 1.493 0.092  0.000
54 H 4.513 1.494 -0.540  0.000
55 C 4.509 -1.081 -1.538  0.000
56 H 5.486 -0.577 -1.517  0.000
57 H 4.696 -2.152 -1.416  0.000
58 H 4.075 -0.904 -2.531  0.000
59 C 0.630 -3.743 -0.067  0.001
60 H 0.403 -3.737 -1.141  0.000
61 H 0.722 -4.795 0.241  0.000
62 H -0.216 -3.310 0.478  0.000
63 C 2.200 -3.156 1.775  0.000
64 H 1.403 -2.673 2.357  0.000
65 H 2.207 -4.225 2.033  0.000
66 H 3.167 -2.737 2.081  0.000
67 C 3.079 -3.807 -0.486  -0.001
68 H 2.997 -3.699 -1.577  0.000
69 H 4.083 -3.516 -0.151  0.000
70 H 2.959 -4.873 -0.249  0.000
71 Mo -0.152 0.033 0.422  0.830
72 N -1.299 -1.155 -0.629  0.002
73 C -2.007 -1.909 -1.190  0.063
74 C -2.870 -2.691 -1.941  0.008
75 C -3.287 -3.959 -1.474  0.003
76 C -3.305 -2.204 -3.193  0.003
77 C -4.124 -4.723 -2.277  0.000
78 H -2.939 -4.303 -0.500  0.000
79 C -4.151 -2.993 -3.961  0.000
80 H -2.959 -1.225 -3.529  0.000
81 C -4.561 -4.251 -3.517  -0.002
82 H -4.437 -5.706 -1.929  0.000
83 H -4.488 -2.613 -4.922  0.000
84 H -5.218 -4.862 -4.139  0.000
85 C 2.525 -0.102 4.035  0.000
86 S 2.280 1.571 3.410  0.001
87 C 3.933 2.202 3.138  0.000
88 O 1.802 1.316 1.982  0.013
89 H 2.151 -0.102 5.066  0.000
90 H 3.593 -0.349 4.032  0.000
91 H 1.931 -0.767 3.411  0.000
92 H 4.712 1.462 3.372  0.000
93 H 3.971 2.518 2.089  0.000
94 H 4.090 3.071 3.795  0.000

5.
The following is a quantum chemistry calculation of a structure of composition C14H8ClO2V in a non-equilibrium geometry, from the OMol25 dataset.

Calculated values
HOMO (alpha / beta) in eV: -14.907 / -14.904
Total energy in eV: -56926.4098
Orbital gap (alpha / beta) in eV: 4.16 / 4.66
LUMO energy (alpha / beta) in hartree: -0.3949 / -0.3764
⟨S²⟩: 2.17
2S+1: 3
Total charge: +2

Last column: Löwdin spin population.
Positions of all 26 atoms, in Å:
1 V -5.916 2.234 -8.695  1.297
2 Cl -2.634 1.003 -7.981  -0.297
3 C 0.845 3.041 -1.293  -0.007
4 C 0.400 2.169 -2.303  0.003
5 C 0.125 0.883 -2.016  0.002
6 C 0.177 0.417 -0.652  0.079
7 C 0.670 1.298 0.376  0.007
8 C 0.895 2.644 0.081  0.009
9 C 0.868 0.812 1.755  0.002
10 O 1.274 1.617 2.619  -0.006
11 C 0.485 -0.660 2.059  0.001
12 C 0.490 -1.134 3.400  0.006
13 C 0.289 -2.497 3.703  -0.006
14 C 0.052 -3.375 2.657  0.004
15 C -0.122 -2.889 1.387  0.003
16 C 0.158 -1.551 1.036  0.050
17 C -0.095 -1.067 -0.328  0.098
18 O -0.711 -1.725 -1.221  0.750
19 H 1.095 4.031 -1.644  0.000
20 H 0.296 2.545 -3.310  0.001
21 H -0.190 0.264 -2.843  0.001
22 H 1.360 3.299 0.803  0.001
23 H 0.605 -0.538 4.293  0.001
24 H 0.342 -2.832 4.728  0.000
25 H -0.393 -4.355 2.745  0.001
26 H -0.365 -3.633 0.643  0.001

6.
The following is a quantum chemistry calculation of a structure of composition C21H34GeMoN4OSSeSi, from the OMol25 dataset.

Calculated values
HOMO in eV: -14.200
Total energy in eV: -172757.0981
Orbital gap in eV: 6.78
LUMO energy in hartree: -0.2727
Total charge: +2

Last column: Mulliken charge in e.
Positions of all 65 atoms, in Å:
1 Mo -0.363 -0.101 1.006  0.878
2 N 0.685 -2.280 4.543  -0.386
3 C 0.293 -1.962 3.311  0.588
4 S -0.851 -0.574 3.170  -0.331
5 N 0.766 -2.595 2.283  -1.266
6 N 0.210 -2.123 1.114  0.954
7 C 0.018 -2.919 0.114  0.097
8 C 0.435 -4.324 0.068  0.089
9 C 1.755 -4.668 0.358  -0.102
10 C 2.146 -5.993 0.300  -0.766
11 C 1.218 -6.980 -0.009  -0.469
12 C -0.103 -6.644 -0.274  -0.803
13 C -0.495 -5.317 -0.251  -0.306
14 C -0.754 -2.291 -0.989  0.667
15 C -0.981 -2.913 -2.197  -0.476
16 C -1.806 -2.296 -3.134  -0.588
17 C -2.384 -1.080 -2.827  -0.996
18 C -2.079 -0.490 -1.612  -0.008
19 N -1.263 -1.058 -0.715  -0.235
20 H 0.252 -1.855 5.346  0.216
21 H 1.259 -3.098 4.684  0.250
22 H 2.471 -3.899 0.616  0.486
23 H 3.174 -6.261 0.504  0.435
24 H 1.526 -8.016 -0.041  0.428
25 H -0.827 -7.416 -0.497  0.423
26 H -1.529 -5.058 -0.445  0.582
27 H -0.525 -3.872 -2.397  0.615
28 H -2.000 -2.774 -4.084  0.486
29 H -3.057 -0.581 -3.508  0.466
30 H -2.510 0.467 -1.353  0.561
31 C -2.848 5.281 -0.728  -1.225
32 Ge -1.996 4.068 -1.989  0.643
33 C -3.311 2.927 -2.873  -1.173
34 C -0.813 4.968 -3.239  -1.157
35 C -0.852 2.774 -0.969  -1.078
36 Se -1.774 2.046 0.595  0.336
37 C -1.144 3.336 1.905  -0.749
38 H -3.599 5.869 -1.257  0.398
39 H -2.129 5.976 -0.295  0.356
40 H -3.361 4.746 0.071  0.401
41 H -4.022 3.531 -3.437  0.439
42 H -3.885 2.348 -2.146  0.364
43 H -2.820 2.251 -3.576  0.285
44 H -1.386 5.650 -3.867  0.393
45 H -0.308 4.253 -3.887  0.370
46 H -0.061 5.550 -2.706  0.370
47 H 0.086 3.193 -0.603  0.481
48 H -0.605 1.931 -1.615  0.418
49 H -1.500 4.316 1.597  0.343
50 H -0.058 3.306 1.936  0.072
51 H -1.566 3.067 2.868  0.391
52 C 3.067 2.767 0.529  -1.049
53 Si 2.810 1.165 1.419  0.184
54 C 2.635 1.328 3.249  -0.969
55 C 3.901 -0.216 0.868  -0.977
56 O 1.214 0.630 0.874  -0.417
57 H 4.135 2.940 0.378  0.433
58 H 2.675 3.617 1.090  0.320
59 H 2.604 2.754 -0.460  0.310
60 H 3.521 1.812 3.667  0.435
61 H 2.531 0.356 3.735  0.285
62 H 1.772 1.941 3.517  0.302
63 H 4.941 -0.013 1.135  0.419
64 H 3.859 -0.346 -0.215  0.333
65 H 3.610 -1.153 1.348  0.222

7.
The following is a quantum chemistry calculation of a cluster of 3 separate species, C4H6N2O in total, from the OMol25 dataset.

Calculated values
HOMO (alpha / beta) in eV: -8.137 / -8.137
Total energy in eV: -9268.3344
Orbital gap (alpha / beta) in eV: 7.07 / 7.07
LUMO energy (alpha / beta) in hartree: -0.0393 / -0.0393
Total charge: 0

Last column: Mulliken charge in e.
Positions of all 13 atoms, in Å:
1 C 1.748 -0.845 0.664  -0.355
2 O 0.499 -1.174 0.596  -0.308
3 C -0.380 -0.359 -0.100  0.749
4 C -1.714 -0.591 -0.393  -0.424
5 N -2.186 0.545 -0.963  -0.574
6 C -1.143 1.396 -0.965  -0.297
7 N 0.011 0.891 -0.481  -0.537
8 H 2.317 -1.418 1.399  0.310
9 H 1.619 0.769 1.271  0.100
10 H 2.255 -0.412 -0.198  0.397
11 H -2.309 -1.485 -0.225  0.369
12 H -1.196 2.409 -1.357  0.386
13 H 1.085 1.151 0.723  0.184

8.
The following is a quantum chemistry calculation of the molecule C10H9NO3 in a non-equilibrium geometry, from the OMol25 dataset.

Calculated values
HOMO in eV: -8.836
Total energy in eV: -18146.3722
Orbital gap in eV: 9.47
LUMO energy in hartree: 0.0233
SMILES string: CC(=O)[C@]1(O)C(=O)Nc2ccccc21
Total charge: 0

Last column: Mulliken charge in e.
Positions of all 23 atoms, in Å:
1 C 0.882 -1.958 -1.854  -1.303
2 C 1.593 -0.844 -1.272  0.919
3 O 2.451 -0.108 -1.680  -0.644
4 C 1.408 -0.558 0.243  1.098
5 O 2.499 0.061 0.745  -0.640
6 C 0.676 -1.652 0.982  -0.312
7 O 1.137 -2.716 1.244  -0.564
8 N -0.572 -1.191 1.416  -0.020
9 C -0.915 0.127 1.070  0.191
10 C -2.016 0.778 1.438  -0.862
11 C -2.246 2.052 0.803  -0.395
12 C -1.378 2.532 -0.107  -0.497
13 C -0.277 1.801 -0.491  -0.275
14 C -0.006 0.691 0.162  0.340
15 H -0.100 -2.185 -1.480  0.361
16 H 1.473 -2.847 -1.751  0.375
17 H 0.886 -1.872 -3.067  0.315
18 H 2.938 0.443 -0.039  0.410
19 H -1.387 -1.566 1.820  0.193
20 H -2.722 0.433 2.173  0.392
21 H -2.986 2.677 1.323  0.323
22 H -1.765 3.528 -0.577  0.231
23 H 0.429 2.374 -1.102  0.362

> Among the records above, which one has the highest total energy?

C4H6N2O